{"formula": "C46H121F6HgN12O15S2", "method": "wB97M-V/def2-TZVPD", "elements": ["Hg", "C", "F", "F", "F", "S", "O", "O", "N", "S", "O", "O", "C", "F", "F", "F", "C", "C", "C", "O", "C", "N", "H", "H", "H", "H", "H", "H", "H", "H", "H", "H", "H", "C", "C", "C", "O", "C", "N", "H", "H", "H", "H", "H", "H", "H", "H", "H", "H", "H", "C", "C", "C", "O", "C", "N", "H", "H", "H", "H", "H", "H", "H", "H", "H", "H", "H", "C", "C", "C", "O", "C", "N", "H", "H", "H", "H", "H", "H", "H", "H", "H", "H", "H", "C", "C", "C", "O", "C", "N", "H", "H", "H", "H", "H", "H", "H", "H", "H", "H", "H", "C", "C", "C", "O", "C", "N", "H", "H", "H", "H", "H", "H", "H", "H", "H", "H", "H", "C", "C", "C", "O", "C", "N", "H", "H", "H", "H", "H", "H", "H", "H", "H", "H", "H", "C", "C", "C", "O", "C", "N", "H", "H", "H", "H", "H", "H", "H", "H", "H", "H", "H", "C", "C", "C", "O", "C", "N", "H", "H", "H", "H", "H", "H", "H", "H", "H", "H", "H", "C", "C", "C", "O", "C", "N", "H", "H", "H", "H", "H", "H", "H", "H", "H", "H", "H", "C", "C", "C", "O", "C", "N", "H", "H", "H", "H", "H", "H", "H", "H", "H", "H", "H"], "positions_angstrom": [[2.996, 0.090, 2.717], [1.161, -1.520, -0.772], [1.168, -0.635, -1.740], [0.402, -2.538, -1.052], [2.407, -1.926, -0.553], [0.518, -0.716, 0.788], [-0.858, -0.400, 0.626], [0.857, -1.654, 1.813], [1.497, 0.618, 1.034], [0.992, 2.016, 0.400], [0.085, 1.942, -0.693], [0.732, 2.963, 1.441], [2.560, 2.604, -0.398], [3.078, 1.707, -1.220], [2.322, 3.708, -1.031], [3.457, 2.902, 0.576], [1.262, 6.974, -1.716], [-0.211, 6.612, -1.783], [-0.631, 5.700, -0.663], [-1.952, 5.330, -0.891], [-2.426, 4.518, 0.137], [-0.998, 7.864, -1.714], [1.850, 6.055, -1.851], [1.548, 7.336, -0.725], [1.554, 7.665, -2.499], [-0.386, 6.163, -2.774], [-0.548, 6.308, 0.245], [0.032, 4.833, -0.691], [-3.257, 3.917, -0.235], [-2.720, 5.126, 0.999], [-1.696, 3.769, 0.479], [-0.895, 8.387, -2.587], [-2.001, 7.653, -1.751], [-7.457, 1.289, 0.907], [-7.369, -0.249, 0.985], [-8.496, -0.826, 0.148], [-9.724, -0.291, 0.557], [-10.785, -0.854, -0.147], [-6.098, -0.712, 0.483], [-6.602, 1.726, 1.440], [-8.366, 1.720, 1.331], [-7.382, 1.668, -0.120], [-7.507, -0.491, 2.043], [-8.481, -1.928, 0.254], [-8.302, -0.582, -0.914], [-10.625, -0.676, -1.222], [-11.688, -0.342, 0.149], [-10.784, -1.938, -0.011], [-5.982, -0.666, -0.529], [-5.290, -0.199, 0.818], [5.929, -0.538, -0.496], [4.816, -0.574, 0.564], [4.737, -1.945, 1.217], [3.641, -2.004, 2.119], [3.379, -3.306, 2.676], [5.024, 0.494, 1.596], [6.874, -0.751, 0.009], [5.939, 0.445, -0.959], [5.717, -1.295, -1.250], [3.876, -0.404, 0.049], [5.670, -2.189, 1.745], [4.649, -2.705, 0.433], [2.735, -3.220, 3.544], [4.292, -3.823, 2.989], [2.905, -3.912, 1.899], [4.984, 1.407, 1.122], [6.035, 0.505, 1.803], [2.609, -8.966, 0.746], [1.874, -8.586, 2.015], [1.090, -7.309, 1.836], [1.917, -6.311, 1.285], [1.196, -5.194, 0.837], [0.925, -9.703, 2.290], [1.881, -8.992, -0.065], [2.994, -9.985, 0.832], [3.447, -8.316, 0.503], [2.539, -8.521, 2.888], [0.629, -7.006, 2.790], [0.278, -7.551, 1.123], [0.521, -4.766, 1.598], [0.604, -5.475, -0.046], [1.867, -4.376, 0.563], [1.466, -10.494, 2.623], [0.295, -9.443, 3.049], [-6.972, 0.831, -3.664], [-5.478, 0.994, -3.376], [-5.165, 2.327, -2.725], [-5.639, 3.354, -3.537], [-5.130, 4.609, -3.118], [-5.041, -0.110, -2.467], [-7.252, 1.656, -4.332], [-7.572, 0.975, -2.761], [-7.246, -0.069, -4.214], [-5.013, 0.934, -4.376], [-4.075, 2.350, -2.585], [-5.636, 2.296, -1.731], [-5.687, 5.420, -3.578], [-4.079, 4.684, -3.435], [-5.182, 4.714, -2.030], [-5.382, -0.979, -2.882], [-4.032, -0.185, -2.527], [1.828, 0.252, -5.523], [3.296, 0.228, -5.858], [4.086, 1.059, -4.888], [3.697, 2.385, -4.994], [4.300, 3.130, -4.004], [3.806, -1.145, -5.737], [1.436, 1.257, -5.396], [1.631, -0.240, -4.560], [1.254, -0.280, -6.285], [3.466, 0.625, -6.866], [5.184, 0.939, -4.956], [3.944, 0.623, -3.874], [4.137, 4.201, -4.073], [5.398, 3.003, -3.924], [4.029, 2.803, -2.984], [4.682, -1.338, -6.222], [3.155, -1.725, -6.276], [-2.158, -3.458, 5.603], [-1.780, -3.192, 4.151], [-2.982, -3.468, 3.244], [-2.785, -3.018, 1.934], [-4.024, -3.293, 1.269], [-1.282, -1.825, 4.035], [-3.003, -2.860, 5.951], [-1.292, -3.263, 6.233], [-2.473, -4.498, 5.746], [-1.024, -3.928, 3.857], [-3.852, -2.896, 3.603], [-3.253, -4.529, 3.262], [-4.876, -2.950, 1.867], [-4.125, -4.389, 1.283], [-4.054, -2.856, 0.284], [-2.067, -1.196, 4.287], [-1.269, -1.632, 3.020], [-4.388, 0.145, 3.325], [-4.173, 0.858, 4.645], [-5.471, 1.250, 5.330], [-6.401, 1.971, 4.538], [-6.099, 3.366, 4.425], [-3.400, -0.034, 5.558], [-3.511, 0.116, 2.687], [-5.212, 0.632, 2.794], [-4.770, -0.876, 3.464], [-3.523, 1.723, 4.462], [-5.282, 1.812, 6.266], [-6.005, 0.357, 5.684], [-6.762, 3.818, 3.688], [-5.071, 3.543, 4.076], [-6.262, 3.854, 5.399], [-3.316, 0.381, 6.488], [-3.952, -0.882, 5.713], [3.833, -5.707, -7.459], [3.357, -5.877, -6.051], [3.425, -4.611, -5.267], [3.128, -4.813, -3.903], [3.149, -3.586, -3.217], [1.980, -6.525, -5.937], [3.229, -4.970, -7.999], [3.755, -6.643, -8.007], [4.856, -5.332, -7.477], [3.961, -6.644, -5.531], [2.684, -3.902, -5.670], [4.427, -4.176, -5.394], [2.485, -2.824, -3.656], [4.161, -3.185, -3.093], [2.670, -3.771, -2.249], [1.892, -6.729, -4.941], [1.978, -7.413, -6.425], [-0.375, 1.246, 5.603], [0.674, 1.240, 4.478], [1.808, 2.161, 4.870], [2.837, 2.108, 3.871], [3.883, 3.022, 4.141], [1.217, -0.151, 4.274], [-1.308, 0.801, 5.265], [-0.581, 2.282, 5.906], [-0.033, 0.753, 6.518], [0.180, 1.571, 3.564], [2.255, 1.799, 5.810], [1.451, 3.185, 4.989], [4.712, 2.955, 3.448], [4.239, 2.898, 5.172], [3.468, 4.038, 4.131], [0.425, -0.845, 4.214], [1.602, -0.368, 5.207], [4.659, 5.880, -1.080], [5.358, 4.564, -0.750], [6.827, 4.678, -1.153], [6.850, 4.701, -2.548], [8.136, 4.799, -3.064], [5.291, 4.262, 0.682], [3.587, 5.832, -0.859], [4.813, 6.162, -2.124], [5.047, 6.716, -0.488], [4.915, 3.712, -1.268], [7.325, 3.759, -0.809], [7.269, 5.579, -0.715], [8.761, 3.950, -2.758], [8.645, 5.704, -2.716], [8.050, 4.815, -4.145], [4.313, 4.221, 0.984], [5.586, 5.103, 1.194]], "homo_lumo_gap_ev": 7.0, "total_charge": 1, "spin_multiplicity": 1, "de_lowest_kcal_mol": 0.00, "max_force_ev_per_a": 2.92, "lumo_ha": -0.1076}